Molecular formula: C33H35BF3I2NO7S
Method: DFT, ωB97M-V with the def2-TZVPD basis set

Calculated values
highest occupied orbital energy: -8.09 eV
HOMO-LUMO gap: 6.298 eV
DFT total energy: -86474.8717 eV
2S+1: 1

The geometry in XYZ format:
```
83
Properties=species:S:1:pos:R:3:lowdin_charge:R:1
C -3.252 4.430 1.577 -0.04
B -3.204 3.238 0.537 -0.43
O -4.364 3.017 -0.217 0.10
C -1.997 2.276 0.204 -0.09
C -2.327 1.082 -0.431 0.00
C -1.375 0.155 -0.776 -0.19
C -1.849 -1.142 -1.429 -0.13
C -0.799 -2.278 -1.463 -0.21
C -1.422 -3.690 -1.403 -0.19
C -2.362 -3.921 -0.194 -0.16
C -1.914 -3.227 1.096 -0.16
O -2.293 -4.110 2.189 -0.04
C -1.715 -3.721 3.373 -0.51
C -2.244 -2.466 4.069 0.02
O -0.816 -4.356 3.883 0.11
C -0.042 0.411 -0.533 0.05
C 0.341 1.578 0.090 -0.22
C -0.643 2.474 0.465 -0.36
S -0.074 3.935 1.323 1.03
C 1.238 3.220 2.307 -0.47
C 1.487 3.604 3.591 -0.08
C 2.529 3.014 4.294 -0.03
C 3.293 2.057 3.682 -0.23
C 4.429 1.320 4.380 -0.10
C 3.998 -0.188 4.461 -0.12
C 4.648 -0.891 5.617 -0.21
F 6.003 -0.971 5.718 0.06
C 3.908 -1.478 6.582 -0.30
F 4.008 -1.253 7.881 0.15
F 2.962 -2.354 6.275 0.14
C 3.030 1.681 2.371 0.00
C 2.004 2.254 1.667 -0.32
N 1.746 1.802 0.334 -0.07
C 2.410 2.548 -0.748 -0.70
I 3.270 4.462 -0.235 0.86
C 3.523 1.709 -1.506 -0.76
C 3.162 0.227 -1.663 -0.17
I 5.461 1.957 -0.551 0.75
H -2.476 5.179 1.390 0.03
H -4.203 4.972 1.445 0.06
H -3.213 4.133 2.632 0.07
H -5.071 2.952 0.440 0.11
H -3.376 0.892 -0.646 0.13
H -2.080 -0.899 -2.475 0.10
H -2.786 -1.484 -0.978 0.11
H -0.291 -2.211 -2.430 0.09
H -0.048 -2.218 -0.671 0.10
H -0.576 -4.386 -1.296 0.11
H -1.940 -3.962 -2.329 0.11
H -3.378 -3.615 -0.469 0.11
H -2.397 -4.996 0.012 0.12
H -0.833 -3.061 1.159 0.13
H -2.486 -2.301 1.242 0.12
H -1.381 -1.908 4.436 0.09
H -2.896 -2.721 4.909 0.09
H -2.842 -1.856 3.383 0.07
H 0.663 -0.354 -0.828 0.09
H 0.889 4.375 4.068 0.11
H 2.718 3.300 5.324 0.12
H 5.336 1.351 3.771 0.12
H 4.579 1.705 5.392 0.12
H 2.923 -0.185 4.668 0.13
H 4.170 -0.698 3.504 0.12
H 3.641 0.915 1.899 0.10
H 1.651 2.759 -1.511 0.09
H 3.577 2.143 -2.508 0.07
H 2.606 0.107 -2.603 0.08
H 2.625 -0.175 -0.806 0.06
H 4.081 -0.353 -1.802 0.05
C -1.898 0.451 -6.922 0.08
C -1.573 -0.117 -5.754 -0.23
C -1.641 -1.605 -5.558 -0.29
O -1.316 -2.069 -4.479 0.09
C -2.096 -2.425 -6.669 0.08
C -2.424 -1.856 -7.836 -0.23
C -2.332 -0.372 -8.041 -0.31
O -2.627 0.084 -9.130 0.12
O -2.848 -2.565 -8.879 0.12
O -1.171 0.601 -4.705 0.11
H -1.851 1.520 -7.076 0.14
H -2.157 -3.493 -6.510 0.14
H -3.014 -1.918 -9.591 0.12
H -0.995 -0.038 -3.990 0.10
```

Molecular formula: C33H35BF6O4
Method: DFT, ωB97M-V with the def2-TZVPD basis set

Calculated values
highest occupied orbital energy: -6.58 eV
HOMO-LUMO gap: 3.267 eV
DFT total energy: -59959.6489 eV
2S+1: 1

The geometry in XYZ format:
```
79
Properties=species:S:1:pos:R:3:lowdin_charge:R:1
C -1.832 1.554 5.404 -0.02
C -2.153 0.847 4.083 -0.48
C -3.648 0.511 4.016 -0.01
O -1.832 1.701 2.979 0.02
B -1.524 0.760 1.857 -0.83
C -2.742 0.736 0.818 -0.07
C -3.024 -0.399 0.101 0.04
C -4.024 -0.392 -0.849 -0.11
C -4.335 -1.638 -1.651 -0.57
F -5.619 -1.977 -1.421 0.14
F -4.149 -1.358 -2.956 0.13
F -3.508 -2.626 -1.259 0.13
C -4.744 0.762 -1.076 0.02
C -4.462 1.904 -0.357 -0.11
C -5.259 3.166 -0.615 -0.57
F -4.809 4.141 0.198 0.13
F -5.091 3.514 -1.907 0.13
F -6.557 2.904 -0.365 0.14
C -3.458 1.884 0.589 0.04
C -0.197 1.284 1.066 -0.09
C 0.267 0.374 0.003 -0.20
C 0.736 -0.827 0.263 0.00
O -1.276 -0.611 2.404 0.01
C -1.266 -0.455 3.829 -0.48
C 0.180 -0.225 4.282 -0.02
C -1.827 -1.714 4.497 -0.02
H -2.012 0.896 6.254 0.08
H -0.796 1.886 5.428 0.07
H -2.453 2.441 5.512 0.08
H -3.951 -0.116 4.853 0.08
H -4.237 1.426 4.038 0.09
H -3.877 -0.010 3.088 0.09
H -2.472 -1.305 0.277 0.12
H -5.529 0.772 -1.815 0.13
H -3.250 2.776 1.153 0.13
H -0.475 2.266 0.682 0.10
H 0.570 1.428 1.824 0.09
H 0.196 0.700 -1.023 0.08
H 1.066 -1.490 -0.512 0.03
H 0.792 -1.182 1.272 0.06
H 0.245 -0.144 5.366 0.08
H 0.808 -1.053 3.959 0.08
H 0.575 0.690 3.846 0.08
H -1.876 -1.595 5.579 0.08
H -2.820 -1.949 4.120 0.08
H -1.189 -2.566 4.270 0.08
C -0.699 0.364 -7.004 -0.08
O -0.546 1.332 -5.997 -0.05
C 0.482 1.093 -5.092 -0.19
C 0.587 1.987 -4.017 0.03
C 1.579 1.876 -3.090 -0.01
C 2.519 0.825 -3.142 -0.20
C 3.519 0.762 -2.125 0.13
C 4.088 -0.403 -1.560 -0.18
C 5.134 -0.293 -0.611 0.07
C 5.647 -1.414 -0.014 -0.13
C 5.148 -2.699 -0.326 -0.14
O 5.830 -3.716 0.329 0.02
C 6.906 -3.120 1.058 -0.13
C 6.752 -1.594 0.975 -0.08
C 4.081 -2.817 -1.222 0.04
C 3.570 -1.697 -1.821 0.00
C 2.411 -0.081 -4.226 0.00
C 1.431 0.058 -5.172 0.01
H -1.535 0.664 -7.636 0.10
H 0.204 0.312 -7.614 0.09
H -0.923 -0.603 -6.552 0.10
H -0.136 2.781 -3.958 0.13
H 1.641 2.584 -2.283 0.13
H 3.806 1.701 -1.675 0.14
H 5.539 0.670 -0.361 0.13
H 6.877 -3.497 2.086 0.13
H 7.842 -3.459 0.597 0.13
H 7.668 -1.097 0.644 0.13
H 6.479 -1.162 1.943 0.13
H 3.666 -3.791 -1.419 0.13
H 2.713 -1.793 -2.462 0.11
H 3.155 -0.849 -4.349 0.12
H 1.406 -0.616 -6.008 0.11
```

Molecular formula: C33H35BaN5O7Si
Method: DFT, ωB97M-V with the def2-TZVPD basis set

Calculated values
highest occupied orbital energy: -2.24 eV
total charge: -2
HOMO-LUMO gap: 6.041 eV
DFT total energy: -65150.4051 eV
2S+1: 1

The geometry in XYZ format:
```
82
Properties=species:S:1:pos:R:3:lowdin_charge:R:1
Ba -1.959 -1.331 -0.327 2.00
O -3.450 -3.214 3.377 0.00
C -2.558 -3.127 2.537 -0.67
O -2.057 -2.062 2.049 -0.31
C -1.908 -4.439 2.022 -0.11
C -0.425 -4.245 1.684 -0.28
C 0.302 -5.596 1.658 -0.11
C -0.211 -6.186 0.323 -0.11
C -1.138 -5.062 -0.158 -0.27
O -0.433 -3.891 0.291 -0.13
C -2.432 -5.065 0.673 -0.10
C -3.607 -4.368 -0.063 -0.67
O -4.738 -4.830 0.069 0.00
O -3.254 -3.376 -0.779 -0.33
H -2.035 -5.173 2.820 0.14
H 0.066 -3.455 2.246 0.15
H 0.060 -6.208 2.528 0.11
H 1.383 -5.446 1.636 0.10
H -0.745 -7.130 0.443 0.10
H 0.606 -6.341 -0.383 0.10
H -1.284 -4.997 -1.232 0.16
H -2.760 -6.088 0.869 0.14
C 3.812 5.553 2.076 -0.11
O 3.470 5.127 0.779 -0.09
C 4.088 3.995 0.313 -0.28
C 3.528 3.424 -0.828 0.01
C 4.067 2.278 -1.375 -0.01
C 5.189 1.687 -0.789 -0.31
C 5.765 2.289 0.317 -0.05
C 5.215 3.430 0.891 -0.03
N 5.900 0.581 -1.364 0.02
N 5.352 -0.424 -1.871 0.03
C 3.992 -0.761 -1.787 -0.28
C 3.482 -1.346 -2.939 -0.06
C 2.141 -1.606 -3.134 -0.03
C 1.174 -1.342 -2.130 -0.42
O -0.055 -1.515 -2.292 -0.19
C 1.729 -0.875 -0.837 -0.15
N 0.863 -0.746 0.187 0.04
C 1.286 -0.417 1.383 -0.14
C 2.649 -0.235 1.664 -0.05
C 3.549 -0.345 0.643 -0.02
C 3.114 -0.617 -0.670 -0.11
H 3.111 6.344 2.332 0.09
H 4.833 5.949 2.115 0.08
H 3.718 4.737 2.799 0.10
H 2.645 3.880 -1.251 0.11
H 3.597 1.834 -2.241 0.12
H 6.658 1.843 0.738 0.11
H 5.673 3.862 1.769 0.09
H 4.191 -1.541 -3.737 0.10
H 1.785 -2.016 -4.070 0.10
H 0.534 -0.325 2.159 0.11
H 2.972 -0.025 2.675 0.10
H 4.611 -0.246 0.842 0.11
C -5.955 -0.855 0.676 -0.03
C -5.270 0.485 0.654 -0.36
C -5.855 1.599 1.241 -0.09
C -5.136 2.790 1.192 -0.12
C -3.907 2.839 0.586 -0.06
C -3.345 1.675 -0.024 -0.50
N -4.094 0.528 0.039 0.01
N -2.170 1.612 -0.639 -0.14
Si -1.339 2.813 -1.483 0.33
C 0.081 2.015 -2.418 -0.17
C -2.419 3.706 -2.752 -0.18
C -0.562 4.156 -0.388 -0.19
H -6.263 -1.117 1.689 0.08
H -5.303 -1.645 0.307 0.06
H -6.851 -0.844 0.049 0.07
H -6.816 1.520 1.731 0.09
H -5.538 3.691 1.647 0.09
H -3.341 3.762 0.576 0.07
H -0.275 1.171 -3.011 0.03
H 0.821 1.622 -1.719 0.01
H 0.580 2.727 -3.082 0.02
H -2.840 2.989 -3.459 0.02
H -1.830 4.439 -3.309 0.01
H -3.250 4.225 -2.270 0.01
H 0.047 3.696 0.392 0.02
H -1.315 4.781 0.097 0.00
H 0.086 4.815 -0.974 0.01
```

Molecular formula: C33H35BaN5O8SSe2
Method: DFT, ωB97M-V with the def2-TZVPD basis set

Calculated values
highest occupied orbital energy: -2.93 eV
total charge: -2
HOMO-LUMO gap: 6.172 eV
DFT total energy: -200849.4608 eV
2S+1: 1

The geometry in XYZ format:
```
85
Properties=species:S:1:pos:R:3:lowdin_charge:R:1
Ba -1.420 0.041 -2.139 1.80
O -2.247 -5.629 0.723 0.05
C -1.951 -4.388 0.246 -0.29
C -2.509 -3.238 0.796 0.06
C -2.156 -2.013 0.257 -0.18
N -1.334 -1.911 -0.770 -0.09
C -0.807 -2.994 -1.310 -0.19
C -1.064 -4.263 -0.818 0.06
C 0.084 -2.705 -2.527 -0.66
O 0.869 -3.585 -2.872 0.02
O -0.110 -1.576 -3.030 -0.36
C -2.573 -0.658 0.837 -0.66
O -2.928 -0.642 2.019 0.01
O -2.417 0.311 0.064 -0.26
H -2.823 -5.533 1.493 0.11
H -3.201 -3.281 1.627 0.13
H -0.598 -5.126 -1.265 0.13
N -0.884 2.553 -1.116 -0.06
C -0.620 3.881 -1.544 -0.32
C 0.536 4.525 -1.109 -0.04
C 0.803 5.821 -1.511 -0.07
C -0.070 6.475 -2.354 -0.27
C -1.208 5.840 -2.808 -0.05
C -1.491 4.545 -2.404 -0.02
S 0.269 8.214 -2.726 0.41
O -0.122 8.898 -1.492 -0.39
O -0.565 8.558 -3.875 -0.39
O 1.707 8.270 -2.989 -0.39
H -0.251 2.316 -0.358 0.06
H -1.831 2.448 -0.766 0.06
H 1.221 3.997 -0.458 0.10
H 1.684 6.348 -1.179 0.11
H -1.860 6.376 -3.482 0.11
H -2.386 4.043 -2.759 0.10
C 4.651 -2.632 2.353 -0.11
C 4.857 -3.175 0.944 -0.26
C 3.722 -4.090 0.474 -0.18
C 2.488 -3.356 -0.059 -0.16
N 1.693 -2.729 0.965 -0.01
C 1.534 -1.390 1.149 -0.73
Se 2.470 -0.105 0.305 0.73
N 0.620 -1.187 2.132 0.00
C 0.183 0.083 2.658 -0.14
C 0.694 0.316 4.081 -0.17
C 2.205 0.530 4.179 -0.26
C 2.645 1.872 3.606 -0.12
C 0.168 -2.408 2.568 -0.15
C -0.784 -2.758 3.513 -0.01
C -0.987 -4.111 3.732 -0.10
C -0.280 -5.079 3.027 -0.11
C 0.647 -4.737 2.057 -0.01
C 0.861 -3.388 1.834 -0.15
H 5.524 -2.058 2.660 0.07
H 4.503 -3.445 3.065 0.07
H 3.785 -1.979 2.400 0.03
H 5.790 -3.747 0.926 0.10
H 4.964 -2.341 0.247 0.09
H 3.436 -4.754 1.295 0.10
H 4.084 -4.714 -0.346 0.11
H 1.846 -4.057 -0.603 0.11
H 2.791 -2.585 -0.770 0.09
H -0.911 0.097 2.650 0.11
H 0.545 0.866 1.989 0.08
H 0.414 -0.540 4.698 0.10
H 0.187 1.198 4.477 0.12
H 2.731 -0.278 3.664 0.08
H 2.487 0.483 5.235 0.10
H 2.557 1.878 2.523 0.02
H 3.684 2.076 3.857 0.07
H 2.031 2.676 4.008 0.07
H -1.378 -2.013 4.015 0.12
H -1.722 -4.421 4.461 0.10
H -0.470 -6.123 3.225 0.10
H 1.162 -5.493 1.486 0.12
Se -4.212 0.510 -3.165 0.37
C -4.010 2.006 -4.310 -0.76
C -4.985 3.003 -4.342 -0.15
C -4.818 4.063 -5.214 -0.18
N -3.792 4.185 -6.040 0.03
C -2.866 3.237 -6.005 -0.18
C -2.922 2.139 -5.170 -0.15
H -5.844 2.935 -3.691 0.08
H -5.544 4.868 -5.261 0.09
H -2.038 3.376 -6.691 0.10
H -2.145 1.378 -5.189 0.08
```

Molecular formula: C33H35CaCl2N4O2SbSe4
Method: DFT, ωB97M-V with the def2-TZVPD basis set

Calculated values
highest occupied orbital energy: -1.12 eV
total charge: -2
HOMO-LUMO gap: 4.690 eV
DFT total energy: -356256.8221 eV
2S+1: 1

The geometry in XYZ format:
```
82
Properties=species:S:1:pos:R:3:lowdin_charge:R:1
Ca 0.567 -0.092 0.775 1.04
C 0.644 4.364 2.322 -0.03
C 1.429 5.104 1.463 -0.07
C 1.997 4.487 0.352 -0.03
C 1.753 3.140 0.140 -0.22
N 0.982 2.431 0.970 0.05
C 0.449 3.016 2.036 -0.14
C 2.351 2.371 -0.995 -0.20
C 3.199 2.949 -1.937 -0.02
C 3.749 2.151 -2.922 -0.08
C 3.451 0.798 -2.946 -0.06
C 2.589 0.304 -1.980 -0.11
N 2.049 1.074 -1.043 0.07
H 0.164 4.779 3.198 0.10
H 1.609 6.156 1.648 0.10
H 2.623 5.056 -0.322 0.09
H -0.171 2.407 2.680 -0.02
H 3.433 4.003 -1.898 0.09
H 4.413 2.582 -3.661 0.10
H 3.874 0.137 -3.690 0.10
H 2.315 -0.745 -1.925 0.11
C 3.817 -0.777 3.679 -0.02
C 3.325 -0.997 2.269 -0.41
O 2.826 -0.048 1.672 -0.09
C 3.478 -2.312 1.633 -0.09
C 4.480 -3.175 2.096 -0.06
C 4.769 -4.373 1.480 -0.13
C 4.009 -4.740 0.360 -0.12
C 2.995 -3.939 -0.102 -0.03
C 2.659 -2.697 0.518 -0.38
O 1.656 -2.028 0.095 -0.24
H 3.381 0.150 4.044 0.08
H 4.908 -0.709 3.696 0.08
H 3.509 -1.596 4.328 0.09
H 5.060 -2.877 2.962 0.10
H 5.557 -5.014 1.852 0.08
H 4.213 -5.680 -0.143 0.09
H 2.387 -4.239 -0.948 0.10
C -3.190 -0.526 1.632 -0.06
C -2.905 0.667 0.812 -0.37
N -1.860 0.912 0.023 0.01
C -2.011 2.201 -0.463 -0.15
C -3.135 2.732 0.063 -0.10
N -3.699 1.745 0.835 0.08
H -2.328 -1.181 1.650 -0.01
H -4.060 -1.064 1.253 0.09
H -3.395 -0.229 2.669 -0.01
H -1.267 2.665 -1.085 0.12
H -3.548 3.723 0.012 0.11
H -4.286 1.927 1.643 0.09
Se -0.477 1.729 6.906 -0.38
Sb -1.743 0.886 5.001 -0.37
Se -3.522 -0.753 5.421 -0.28
Se -2.667 2.800 3.703 -0.19
Se -0.085 -0.401 3.555 -0.09
C -0.877 -2.199 -2.470 -0.07
C -1.804 -1.023 -2.086 -0.53
C -2.968 -1.622 -1.304 -0.04
C -0.865 -0.121 -1.265 -0.01
C -2.377 -0.314 -3.315 -0.17
C -3.179 0.817 -3.135 -0.03
C -3.727 1.493 -4.211 -0.09
C -3.485 1.058 -5.510 -0.12
C -2.692 -0.060 -5.707 -0.10
C -2.148 -0.739 -4.620 -0.04
H -0.450 -2.626 -1.563 0.06
H -0.041 -1.872 -3.093 0.08
H -1.434 -2.969 -3.014 0.08
H -2.608 -2.142 -0.420 0.05
H -3.487 -2.343 -1.941 0.10
H -3.683 -0.859 -1.005 0.07
H -0.843 0.857 -1.763 0.03
H -3.366 1.176 -2.131 0.09
H -4.344 2.367 -4.036 0.10
H -3.909 1.587 -6.354 0.09
H -2.490 -0.411 -6.712 0.09
H -1.532 -1.608 -4.802 0.10
Cl -3.514 -4.303 3.097 0.45
C -1.945 -3.462 3.138 -1.02
Cl -1.140 -3.557 1.554 0.52
H -1.311 -3.958 3.862 0.03
H -2.103 -2.419 3.419 -0.10
```

Molecular formula: C33H35Cl5F5O4RuSbTe
Method: DFT, ωB97M-V with the def2-TZVPD basis set

Calculated values
highest occupied orbital energy (alpha / beta): -11.05 / -11.54 eV
total charge: +1
HOMO-LUMO gap (alpha / beta): 7.655 / 6.095 eV
DFT total energy: -135580.6787 eV
2S+1: 6

The geometry in XYZ format:
```
85
Properties=species:S:1:pos:R:3:mulliken_spin:R:1
Ru -1.451 0.227 0.549 3.11
C -0.258 -0.307 -4.054 -0.02
O -1.105 -0.396 -2.920 0.04
C -2.360 -0.950 -3.248 0.00
C -3.367 -0.674 -2.160 0.00
O -2.941 -1.109 -0.857 0.05
C -2.805 -2.528 -0.721 -0.01
C -1.359 -2.873 -0.495 0.00
O -0.962 -2.163 0.673 0.04
C 0.314 -2.565 1.172 -0.01
H -0.697 0.342 -4.817 -0.01
H -0.071 -1.294 -4.491 0.00
H 0.684 0.122 -3.718 0.02
H -2.255 -2.029 -3.432 0.00
H -2.759 -0.504 -4.168 0.00
H -4.297 -1.193 -2.411 0.00
H -3.564 0.388 -2.059 0.00
H -3.193 -3.038 -1.603 0.00
H -3.395 -2.831 0.146 0.00
H -0.734 -2.569 -1.341 0.00
H -1.251 -3.951 -0.335 0.00
H 0.247 -3.574 1.584 0.00
H 0.590 -1.865 1.956 0.00
H 1.064 -2.545 0.376 0.01
Cl 1.462 1.500 2.599 0.01
C 0.068 0.815 3.301 0.07
C -0.979 0.341 2.518 0.08
C -2.130 -0.044 3.171 -0.14
Cl -3.445 -0.346 2.041 0.00
C -2.298 -0.111 4.536 -0.03
Cl -3.782 -0.625 5.214 0.00
C -1.201 0.267 5.314 0.05
Cl -1.311 0.171 7.016 0.01
C -0.037 0.741 4.698 -0.02
Cl 1.277 1.246 5.677 0.00
F -0.805 2.645 0.737 0.03
Te 0.003 2.364 -1.016 0.12
F -2.132 1.588 -0.923 0.14
F 1.387 3.226 -0.092 0.01
F 1.756 1.953 -2.135 0.07
F -0.595 4.117 -1.420 0.08
O 0.298 0.564 -0.171 0.50
C 1.674 -2.285 -3.535 0.02
C 2.712 -2.973 -2.687 -0.07
C 3.001 -4.316 -2.912 0.00
C 3.968 -4.976 -2.170 0.01
C 4.672 -4.297 -1.188 0.00
C 4.405 -2.957 -0.949 -0.04
C 3.435 -2.294 -1.697 0.19
Sb 3.076 -0.186 -1.546 0.40
C 4.149 0.405 -3.294 0.10
C 3.440 1.032 -4.316 0.00
C 4.060 1.365 -5.509 0.01
C 5.404 1.076 -5.681 0.00
C 6.109 0.460 -4.662 0.01
C 5.508 0.106 -3.454 0.01
C 6.366 -0.564 -2.413 0.02
C 4.111 0.421 0.172 0.08
C 4.124 -0.489 1.230 0.01
C 4.834 -0.213 2.385 -0.01
C 5.492 1.002 2.493 0.03
C 5.433 1.927 1.461 -0.01
C 4.743 1.667 0.279 0.00
C 4.708 2.704 -0.808 0.00
H 0.993 -3.010 -3.982 0.00
H 2.143 -1.724 -4.348 0.01
H 1.070 -1.580 -2.953 0.07
H 2.459 -4.849 -3.683 0.00
H 4.174 -6.021 -2.362 0.00
H 5.434 -4.803 -0.609 0.00
H 4.983 -2.435 -0.200 0.00
H 2.405 1.298 -4.169 -0.01
H 3.498 1.862 -6.289 0.00
H 5.908 1.341 -6.601 0.00
H 7.163 0.246 -4.795 0.00
H 7.402 -0.250 -2.528 0.00
H 6.335 -1.649 -2.525 0.00
H 6.061 -0.324 -1.395 -0.01
H 3.562 -1.414 1.163 0.00
H 4.850 -0.926 3.199 0.00
H 6.042 1.242 3.394 0.00
H 5.930 2.883 1.571 0.00
H 5.166 3.628 -0.461 0.00
H 3.685 2.924 -1.112 0.00
H 5.254 2.369 -1.693 0.00
```

2S+1 of number 1 (C33H35BF3I2NO7S)?
1